Density functional theory data (ωB97M-V with the def2-TZVPD basis set) for an isolated molecule of C8H14O at a distorted geometry.

CARTESIAN COORDINATES (ANGSTROEM)
C: -1.276 -0.348 -0.767
C: 1.454 0.067 -0.481
C: 2.300 -0.566 0.610
C: -2.072 -1.030 -1.844
C: -1.356 1.148 -0.741
C: 0.890 1.125 1.926
C: 0.948 -0.125 1.072
C: -0.090 -1.125 1.157
O: -1.113 -1.116 0.305
H: 0.148 -2.135 1.470
H: 1.223 -0.611 -1.290
H: 1.723 1.062 -0.805
H: 2.469 -1.631 0.506
H: 3.161 -0.024 0.979
H: -0.999 1.568 0.194
H: -1.742 -0.703 -2.830
H: -1.965 -2.110 -1.777
H: -3.137 -0.798 -1.762
H: -0.796 1.594 -1.562
H: -2.397 1.461 -0.879
H: -0.087 1.600 1.913
H: 1.643 1.855 1.639
H: 1.070 0.842 2.965

For the energy above the lowest of the compared OMol25 structures with the same formula, charge and spin, the calculation gives 386.88 kJ/mol. As for the multiplicity: 1. Its net charge is 0. The strongest force on any atom comes out at 2.63 eV/A. As for the total energy: -10566.0343 eV. The calculation puts the LUMO energy (alpha / beta) at 0.947 / 0.916 eV. The gap between HOMO and LUMO (alpha / beta) comes out at 7.689 / 7.918 eV.

Density functional theory data (ωB97M-V with the def2-TZVPD basis set) for a cluster of 3 separate species, C31H60BCl2N3O10P in total at a distorted geometry.

CARTESIAN COORDINATES (ANGSTROEM)
C: 0.180 4.694 3.429
C: -0.242 4.945 1.989
C: 0.344 3.907 1.067
C: 0.471 4.352 -0.349
C: 1.105 3.329 -1.251
C: 2.438 2.858 -0.723
C: 2.302 1.640 0.185
C: 3.033 0.385 -0.206
C: 3.208 -0.644 0.904
C: 3.261 -0.286 2.366
B: 1.957 0.200 3.133
O: 1.508 1.429 3.102
O: 1.256 -0.690 3.907
N: 2.577 -1.988 0.525
C: 1.272 -2.518 1.120
C: 0.026 -2.653 0.253
C: -1.222 -2.088 0.899
C: -1.114 -0.584 1.157
C: -2.409 -2.422 0.019
C: -3.753 -1.791 0.377
C: -4.153 -0.748 -0.584
C: -4.074 0.546 -0.412
C: -3.586 1.398 -1.505
C: -4.476 1.234 0.812
C: 2.817 -1.973 -0.926
P: 4.397 -2.788 -1.289
N: 5.565 -1.886 -1.698
O: 4.159 -3.825 -2.413
O: 4.737 -3.664 -0.052
C: 2.578 -0.512 -1.425
N: 1.150 -0.214 -1.544
C: 3.108 -0.162 -2.870
Cl: 2.330 1.274 -3.542
C: 2.917 -1.326 -3.888
C: 1.932 -1.117 -4.991
Cl: 4.469 -1.618 -4.714
H: 0.608 5.558 3.884
H: -0.637 4.347 4.007
H: 0.920 3.923 3.480
H: -1.309 4.863 1.975
H: 0.049 5.932 1.691
H: 1.323 3.682 1.439
H: -0.227 3.002 1.152
H: -0.515 4.550 -0.720
H: 1.028 5.263 -0.412
H: 0.435 2.503 -1.340
H: 1.195 3.733 -2.237
H: 3.157 2.727 -1.502
H: 2.791 3.668 -0.122
H: 1.281 1.473 0.415
H: 2.745 1.918 1.113
H: 4.021 0.732 -0.434
H: 4.233 -0.893 0.713
H: 4.024 0.456 2.455
H: 3.656 -1.137 2.886
H: 0.582 1.436 3.406
H: 1.853 -1.167 4.502
H: 3.268 -2.606 0.942
H: 1.494 -3.510 1.424
H: 1.004 -2.020 2.022
H: 0.116 -2.248 -0.732
H: -0.186 -3.687 0.137
H: -1.326 -2.579 1.849
H: -0.085 -0.279 1.255
H: -1.631 -0.287 2.043
H: -1.489 -0.068 0.306
H: -2.178 -2.225 -1.010
H: -2.571 -3.479 0.117
H: -3.793 -1.476 1.396
H: -4.468 -2.587 0.313
H: -4.560 -1.103 -1.502
H: -2.523 1.474 -1.425
H: -3.866 1.002 -2.461
H: -3.964 2.398 -1.419
H: -5.454 1.628 0.661
H: -4.419 0.634 1.698
H: -3.841 2.085 0.967
H: 2.119 -2.532 -1.527
H: 5.298 -0.915 -1.736
H: 5.002 -3.931 -2.893
H: 5.665 -3.952 -0.128
H: 0.734 -0.828 -2.241
H: 0.668 -0.400 -0.678
H: 4.131 0.119 -2.887
H: 2.631 -2.251 -3.434
H: 1.835 -2.068 -5.469
H: 2.283 -0.443 -5.737
H: 0.956 -0.881 -4.627
C: 2.276 -5.866 -0.981
C: 1.489 -6.827 -1.850
O: 0.341 -7.101 -1.026
C: 0.171 -6.074 -0.168
O: -0.774 -5.900 0.527
O: 1.249 -5.236 -0.206
H: 2.830 -5.132 -1.549
H: 2.959 -6.385 -0.307
H: 1.149 -6.372 -2.781
H: 2.028 -7.739 -2.080
C: -7.716 5.563 1.468
C: -8.477 4.256 1.598
O: -7.425 3.323 1.882
C: -6.386 4.005 2.422
O: -5.431 3.498 2.917
O: -6.583 5.338 2.318
H: -8.282 6.426 1.803
H: -7.363 5.743 0.452
H: -9.177 4.260 2.434
H: -9.007 3.975 0.694

As for the multiplicity: 1. Its net charge is +1. The strongest force on any atom comes out at 3.53 eV/A. As for the total energy: -93070.7600 eV. The calculation puts the LUMO energy at -2.484 eV. The gap between HOMO and LUMO comes out at 7.257 eV.

Density functional theory data (ωB97M-V with the def2-TZVPD basis set) for an isolated molecule of C20H33N3O5S at a distorted geometry.

CARTESIAN COORDINATES (ANGSTROEM)
C: 8.109 2.151 1.310
O: 7.443 2.197 0.071
C: 6.119 1.724 0.103
C: 6.026 0.190 0.216
N: 4.665 -0.279 0.037
C: 3.824 -0.112 1.086
O: 4.185 0.409 2.126
C: 2.414 -0.590 0.912
C: 2.033 -1.853 1.354
C: 0.716 -2.252 1.272
C: -0.259 -1.394 0.758
C: 0.120 -0.127 0.326
C: 1.445 0.265 0.407
H: 1.727 1.254 0.076
H: -0.601 0.568 -0.075
O: -1.518 -1.908 0.716
C: -2.611 -1.099 0.322
C: -3.026 -0.122 1.428
C: -4.283 0.632 1.003
N: -5.340 -0.311 0.721
S: -6.858 0.354 0.632
O: -7.020 1.182 1.784
O: -7.771 -0.719 0.401
N: -6.763 1.321 -0.749
C: -6.803 2.748 -0.525
H: -6.360 2.951 0.445
H: -7.828 3.133 -0.530
H: -6.230 3.250 -1.307
C: -7.534 0.875 -1.887
H: -7.605 -0.207 -1.844
H: -8.546 1.293 -1.882
H: -7.027 1.178 -2.805
C: -5.018 -1.229 -0.347
C: -3.781 -2.039 0.029
H: -3.516 -2.719 -0.782
H: -3.984 -2.628 0.923
H: -4.836 -0.681 -1.285
H: -5.883 -1.878 -0.475
H: -4.069 1.249 0.115
H: -4.641 1.276 1.806
H: -3.235 -0.695 2.332
H: -2.224 0.584 1.646
H: -2.359 -0.545 -0.595
H: 0.409 -3.230 1.607
H: 2.774 -2.521 1.766
C: 4.291 -0.956 -1.193
C: 5.019 -2.297 -1.327
H: 4.880 -2.889 -0.425
H: 4.614 -2.850 -2.170
H: 6.084 -2.157 -1.490
C: 4.525 -0.071 -2.417
H: 3.981 0.865 -2.315
H: 5.581 0.149 -2.550
H: 4.167 -0.582 -3.307
H: 3.218 -1.161 -1.117
H: 6.357 -0.112 1.214
H: 6.675 -0.265 -0.530
H: 5.563 2.174 0.936
H: 5.675 2.051 -0.841
H: 8.357 1.126 1.605
H: 7.504 2.609 2.100
H: 9.030 2.718 1.183

For the energy above the lowest of the compared OMol25 structures with the same formula, charge and spin, the calculation gives 99.38 kJ/mol. As for the multiplicity: 1. Its SMILES is COCCN(C(=O)c1ccc(OC2CCN(S(=O)(=O)N(C)C)CC2)cc1)C(C)C. Its net charge is 0. The strongest force on any atom comes out at 1.06 eV/A. As for the total energy: -46818.0471 eV. The calculation puts the LUMO energy at 0.535 eV. The gap between HOMO and LUMO comes out at 9.186 eV.

Density functional theory data (ωB97M-V with the def2-TZVPD basis set) for a structure of composition C4H6O2 at a distorted geometry.

CARTESIAN COORDINATES (ANGSTROEM)
C: -0.218 1.340 -0.193
C: -0.017 -0.037 0.288
C: 0.796 -0.745 1.249
O: -0.622 -0.591 1.445
C: -0.360 -0.641 -1.084
O: 0.386 -0.956 -1.988
H: -0.882 0.875 -1.364
H: -0.937 1.978 0.314
H: 0.649 1.833 -0.635
H: 1.113 -1.749 0.961
H: 1.433 -0.211 1.944
H: -1.343 -1.097 -0.936

For the energy above the lowest of the compared OMol25 structures with the same formula, charge and spin, the calculation gives 415.30 kJ/mol. As for the multiplicity: 1. Its net charge is 0. The strongest force on any atom comes out at 3.80 eV/A. As for the total energy: -8336.1568 eV. The calculation puts the LUMO energy at 0.683 eV. The gap between HOMO and LUMO comes out at 10.122 eV.